Entry 1:
26
Properties=species:S:1:pos:R:3:forces:R:3:mulliken_charge:R:1 method="wB97M-V/def2-TZVPD" total_charge=0 total_energy_ha=-1415.3060
H -0.519 -4.194 -0.907 0.15 0.29 0.18 0.338
N 0.244 -0.171 0.587 -1.98 -3.29 -2.28 1.020
H -2.455 5.363 0.754 -0.25 -0.04 0.04 0.317
O 0.587 2.693 -3.285 -0.02 0.28 -0.21 -0.657
O -0.914 -0.245 0.110 -0.25 -0.77 0.00 -0.654
H -2.486 1.906 2.817 0.19 -0.12 -0.34 0.334
O -2.742 1.842 3.737 0.05 0.25 0.30 -0.654
H 3.170 -1.315 -2.326 -0.21 -0.06 0.31 0.327
H 4.370 -1.861 2.186 -0.36 -0.02 -0.26 0.336
O -1.169 -4.808 -1.248 0.01 -0.36 0.00 -0.657
O -4.859 -2.601 -1.899 -0.02 -0.08 -0.25 -0.637
H -1.657 -4.305 -1.900 -0.18 0.16 -0.12 0.318
O 5.033 -1.467 2.752 0.13 0.37 0.22 -0.650
O 1.002 -1.165 0.590 0.18 -0.56 0.15 -0.694
O 3.425 -0.799 -3.091 0.18 0.24 -0.07 -0.640
H -3.487 1.241 3.738 -0.14 -0.17 -0.01 0.319
H -5.611 -2.873 -1.373 -0.17 -0.10 0.10 0.312
H -1.017 4.946 0.978 0.14 -0.22 0.06 0.309
H 5.485 -2.213 3.147 0.13 -0.18 0.09 0.320
O 0.612 0.879 0.970 2.26 4.74 2.32 -0.665
H 0.277 2.447 -2.414 -0.16 -0.14 0.28 0.333
K 3.887 2.559 4.241 -0.19 -0.30 -0.30 0.989
O -1.573 5.463 0.396 0.10 0.24 -0.10 -0.626
H 3.376 -1.415 -3.823 -0.04 -0.12 -0.20 0.314
H 1.362 2.149 -3.427 0.18 -0.21 -0.02 0.321
H -4.340 -2.054 -1.309 0.27 0.18 0.14 0.326

=====

Entry 2:
22
Properties=species:S:1:pos:R:3:forces:R:3:mulliken_charge:R:1 method="wB97M-V/def2-TZVPD" total_charge=+1 relative_energy_kcal_mol=4.60
H 2.075 -1.921 -0.011 0.34 0.12 -0.09 0.252
Li -0.047 -0.035 0.330 0.47 0.09 0.08 0.827
O -1.393 1.448 0.662 0.00 -0.23 -0.03 -0.519
H -2.246 -1.726 2.178 -0.08 -0.28 0.20 0.316
H -2.386 -0.314 1.652 -0.14 0.32 -0.03 0.325
O 1.295 0.786 -3.112 0.54 0.13 0.03 -0.655
H 0.258 0.650 3.146 -0.11 0.16 0.23 0.248
H 1.151 -0.510 2.761 0.27 -0.21 0.03 0.264
H -1.761 1.872 -0.113 -0.17 0.15 -0.38 0.265
H 2.354 1.328 -0.541 0.18 -0.10 -0.40 0.258
O -0.675 -0.774 -1.983 -0.31 0.22 0.47 -0.607
H -1.530 2.079 1.369 0.06 0.20 0.26 0.271
O 0.582 0.163 2.389 -0.24 -0.02 -0.20 -0.497
H 1.539 2.132 0.449 -0.06 0.19 0.18 0.254
H -1.607 -0.988 -2.028 -0.40 -0.01 0.00 0.267
O 1.158 -1.653 0.042 -0.23 0.09 0.22 -0.516
H 0.850 0.618 -3.943 -0.04 0.07 -0.27 0.288
H 0.726 -2.366 0.511 -0.21 -0.42 0.04 0.293
O 1.517 1.333 -0.078 -0.29 -0.19 -0.01 -0.464
O -2.283 -1.221 1.366 0.37 -0.10 -0.33 -0.620
H -0.261 -1.376 -2.602 0.31 -0.29 -0.09 0.310
H 0.683 0.476 -2.444 -0.26 0.10 0.10 0.439

=====

Entry 3:
22
Properties=species:S:1:pos:R:3:forces:R:3:mulliken_charge:R:1 method="wB97M-V/def2-TZVPD" total_charge=+1 relative_energy_kcal_mol=8.02
O 7.294 0.908 -13.059 -0.56 1.01 0.03 -0.536
O 9.067 1.135 -15.365 -1.03 -0.68 0.08 -0.506
H 5.428 -0.932 -15.091 -0.69 -0.08 0.17 0.324
H 4.847 2.624 -13.858 -0.30 0.35 0.44 0.286
H 4.402 2.739 -15.341 0.80 -0.89 0.89 0.289
H 9.704 0.421 -15.459 0.28 0.33 -0.11 0.261
H 6.404 0.556 -12.943 0.23 -0.36 0.16 0.329
O 4.967 2.217 -14.711 -0.55 0.42 -1.15 -0.579
Li 6.892 1.650 -15.055 -0.03 -0.09 -0.17 0.738
O 6.978 2.309 -17.056 0.91 -0.28 0.66 -0.520
H 7.897 0.177 -13.154 0.17 -0.49 0.04 0.298
H 6.388 2.858 -17.546 -1.10 0.34 -0.63 0.268
O 4.487 0.108 -17.176 -0.75 0.65 0.06 -0.640
H 7.750 2.882 -16.991 0.18 -0.17 -0.04 0.291
H 9.502 1.975 -15.336 0.92 0.24 -0.07 0.251
H 6.888 -1.197 -15.348 0.29 -0.14 -0.11 0.249
O 7.598 3.508 -14.387 -0.27 -0.12 -1.05 -0.540
H 5.337 -0.107 -16.784 0.15 -0.28 -0.54 0.407
O 6.253 -0.484 -15.265 0.59 0.04 0.11 -0.553
H 8.540 3.533 -14.324 1.09 0.26 -0.10 0.282
H 4.223 -0.512 -17.858 0.36 -0.14 0.03 0.294
H 7.371 3.556 -13.475 -0.67 0.08 1.31 0.305

=====

Entry 4:
20
Properties=species:S:1:pos:R:3:forces:R:3:mulliken_charge:R:1 method="wB97M-V/def2-TZVPD" total_charge=+1 relative_energy_kcal_mol=34.78
H -2.061 -2.909 2.212 0.01 0.19 -0.17 0.323
H 1.815 0.119 0.730 0.66 -0.96 -0.23 0.306
H -2.948 0.713 0.855 0.31 0.34 -0.07 0.311
H 0.457 -0.108 1.711 0.40 -0.27 0.26 0.409
H -0.819 -3.456 1.566 -0.31 0.37 -0.21 0.321
O 3.655 -0.002 0.161 0.53 -0.13 0.52 -0.652
O 2.580 2.037 -1.690 -0.14 0.07 -0.09 -0.610
H -4.164 0.307 -2.069 0.04 -0.05 -0.07 0.317
H 0.273 0.152 0.203 0.04 -0.60 -0.39 0.385
H 4.260 0.197 0.889 -0.19 0.02 0.12 0.315
H -2.166 -0.467 1.350 0.13 -0.09 0.02 0.331
H 4.282 -0.130 -0.561 -0.42 0.08 -0.32 0.299
N 0.912 -0.368 0.828 -1.83 2.09 0.41 -0.400
O -3.825 1.135 -2.424 -0.12 -0.08 0.13 -0.643
H 2.441 1.842 -2.623 0.00 0.01 0.01 0.314
O -1.418 -2.688 1.521 0.39 -0.50 0.42 -0.642
H 2.563 3.001 -1.651 0.03 -0.07 0.03 0.319
O -2.053 0.466 1.129 -0.14 -0.41 -0.04 -0.623
H 0.812 -1.369 0.713 0.54 -0.10 -0.31 0.291
H -4.595 1.527 -2.850 0.09 0.09 -0.04 0.328

=====

Entry 5:
23
Properties=species:S:1:pos:R:3:forces:R:3:mulliken_charge:R:1 method="wB97M-V/def2-TZVPD" total_charge=-1 relative_energy_kcal_mol=85.72
H -4.333 -13.129 -8.128 0.18 -0.03 0.18 0.313
O -3.728 -15.376 -5.632 -0.15 0.17 0.27 -0.634
H -0.365 -17.242 -5.458 -0.16 0.18 -0.47 0.326
H -0.673 -19.839 -10.128 -0.15 -0.12 0.04 0.302
O -0.802 -15.562 -8.441 0.36 0.57 0.36 -0.987
O -0.088 -19.139 -10.419 0.17 -0.26 -0.21 -0.645
H -3.122 -15.647 -6.322 0.40 0.03 -0.51 0.338
O -5.026 -13.285 -8.770 -0.30 0.26 -0.01 -0.649
H -3.842 -16.159 -5.093 -0.09 -0.15 0.10 0.285
Na 1.869 -14.257 -6.817 -0.35 0.09 -1.11 0.790
H 1.965 -14.114 -11.136 0.29 0.58 0.35 0.372
H -3.104 -16.201 -9.701 0.71 0.14 0.42 0.324
O 2.789 -12.105 -9.397 -0.57 -0.86 0.99 -0.982
H -4.673 -13.964 -9.345 0.12 -0.33 -0.21 0.336
H 0.969 -15.201 -10.791 -0.28 -0.12 0.33 0.308
H -3.302 -16.448 -11.181 0.20 0.02 -0.14 0.324
H 1.888 -12.174 -9.024 0.27 0.28 -0.43 0.103
H -0.720 -14.635 -8.739 -0.18 -0.59 0.07 0.142
H -0.310 -17.945 -4.119 -0.08 -0.09 0.17 0.302
O 0.241 -17.504 -4.765 0.28 0.05 0.15 -0.638
O -3.758 -16.482 -10.341 -0.61 -0.04 -0.09 -0.683
H -0.259 -18.417 -9.813 -0.05 0.53 0.19 0.333
O 1.493 -14.857 -11.514 -0.02 -0.30 -0.45 -0.680

=====

Entry 6:
22
Properties=species:S:1:pos:R:3:forces:R:3:mulliken_charge:R:1 method="wB97M-V/def2-TZVPD" total_charge=0 relative_energy_kcal_mol=23.69 smiles=SS.O.O.O.O.O.O
H -2.756 0.908 -1.171 -0.14 0.08 0.32 0.314
H -2.722 -0.622 -1.060 0.19 0.59 -0.21 0.296
S 2.614 -3.173 1.649 0.37 -0.65 0.31 -0.154
H -0.330 -1.866 -1.035 -0.14 -0.11 0.56 0.264
O 0.260 -1.619 -0.302 0.05 0.17 -1.27 -0.586
H 2.027 -2.222 0.926 -0.15 0.43 0.21 0.120
H -3.670 2.137 1.328 -0.10 -0.13 -0.41 0.320
H -0.524 0.429 0.621 0.23 0.60 -0.04 0.273
H -1.268 -0.539 1.254 -0.57 -0.93 0.57 0.309
H 1.067 -2.546 3.628 0.67 -0.06 0.24 0.170
H 2.447 0.694 -2.085 -0.24 0.02 0.18 0.343
H 0.638 2.083 -0.848 -0.14 0.14 -0.67 0.339
O 2.554 -0.231 -1.824 -0.05 -0.13 0.04 -0.688
H 3.194 -0.193 -1.108 0.15 -0.06 0.05 0.318
S 2.434 -2.500 3.612 -0.87 0.19 -0.67 -0.182
O -1.060 0.373 1.422 0.39 0.34 -0.35 -0.565
O 1.262 2.411 -1.508 1.20 -0.20 1.28 -0.672
H 0.955 -1.203 -0.852 0.20 0.16 0.42 0.382
O -2.261 0.135 -1.462 -0.07 -0.62 -0.06 -0.599
O -3.304 2.340 0.453 0.10 0.22 0.51 -0.632
H -2.416 2.632 0.703 -0.03 -0.15 -0.24 0.306
H 0.858 2.574 -2.341 -1.06 0.10 -0.75 0.323